DFT (ωB97M-V/def2-TZVPD) results for 2 unconnected molecules or ions with the total composition C5H13NO.

Bonds (Å) are listed after each position.
Cartesian coordinates (Å):
1 C 1.07 -0.79 0.83  C2 1.526, N6 1.461, H7 1.090, H8 1.088
2 C 1.33 0.21 -0.29  C1 1.526, C3 1.504, H9 1.090, H10 1.098
3 C 0.16 1.05 -0.72  C2 1.504, C4 1.333, C5 1.503
4 C 0.18 2.38 -0.70  C3 1.333, H11 1.084, H12 1.077
5 C -1.13 0.33 -1.01  C3 1.503, H13 1.091, H14 1.086, H15 1.090
6 N 0.59 -0.27 2.10  C1 1.461, H16 1.008, H17 1.006
7 H 0.33 -1.53 0.49  C1 1.090
8 H 2.04 -1.24 1.04  C1 1.088
9 H 2.12 0.87 0.07  C2 1.090
10 H 1.75 -0.32 -1.15  C2 1.098
11 H -0.73 2.97 -0.70  C4 1.084
12 H 1.08 2.94 -0.93  C4 1.077
13 H -1.80 0.90 -1.65  C5 1.091
14 H -1.71 0.16 -0.10  C5 1.086
15 H -1.01 -0.62 -1.53  C5 1.090
16 H 1.31 -0.17 2.80  N6 1.008
17 H 0.06 0.59 2.08  N6 1.006
18 H -1.61 -2.16 0.49  O20 0.965
19 H -2.20 -2.47 -0.95  O20 0.959
20 O -1.81 -2.85 -0.16  H18 0.965, H19 0.959

Relative energy (zero: lowest compared OMol25 entry of this formula, charge and spin) = 1.721 eV
2S+1 = 1
Energy = -328.255592 Ha
HOMO level = -9.08 eV
SMILES string = C=C(C)CCN.O

Results of the Löwdin charge analysis, in e, for atoms 1 through 2: number 1, C, carries -0.27; number 2, C, carries -0.18